No. 1
ORCA calculation (wB97M-V/def2-TZVPD) on a structure of composition C4H4MnO5.

```
14
Properties=species:S:1:pos:R:3:forces:R:3
O 0.9634 1.1486 -2.4598 -0.88 0.33 -0.21
C 1.9386 0.4519 -1.8730 1.81 0.22 -0.65
C -0.2127 1.0921 -1.6145 0.12 0.19 -0.27
O 3.0857 0.4551 -2.2470 -1.05 -0.08 0.34
O 1.4884 -0.2118 -0.8161 -0.55 -0.50 0.94
C 0.0143 -0.1684 -0.8027 0.38 -0.05 -0.66
H -1.1050 1.0490 -2.2485 0.22 0.04 0.12
H -0.2237 2.0191 -1.0229 -0.02 -0.19 -0.11
H -0.2901 -1.0272 -1.4280 0.01 0.17 0.10
O -2.3525 0.2936 2.2630 -4.18 1.49 0.44
C -2.1297 -0.7697 3.1525 0.56 -2.35 1.23
O -1.3320 -1.5501 2.5887 0.38 -0.02 0.67
H -3.3659 0.3057 2.5149 2.46 1.03 -1.12
Mn -0.8556 -0.3399 1.0615 0.73 -0.27 -0.85
```
Positions in Å, forces in eV/Å.

## Properties
* orbital gap (spin up / spin down): 9.140 / 8.106 eV
* electronic energy: -1681.93015 a.u.
* multiplicity: 6

natural (NBO) atomic charge list, values in e, 8 entries: -0.49 0.96 -0.12 -0.59 -0.51 -0.50 0.20 0.17

=====

No. 2
ORCA calculation (wB97M-V/def2-TZVPD) on the molecule C4H4N2.

```
10
Properties=species:S:1:pos:R:3:forces:R:3
N -1.1679 -0.8449 0.2366 -0.12 -0.98 -0.95
C -0.2682 0.3715 0.2055 -0.89 -0.75 0.79
C 1.1650 0.0553 0.2299 0.19 -0.32 0.33
C 2.3077 -0.3208 0.3249 -0.69 0.26 -0.05
C -0.6635 1.3595 -0.8103 -0.55 0.46 -0.37
N -1.0692 2.1129 -1.5917 0.57 -0.89 0.92
H -1.9434 -0.7863 -0.3944 0.03 -0.43 -0.50
H -0.6480 -1.6976 0.2947 -0.03 -0.44 -0.58
H -0.8272 0.3897 1.1674 1.80 2.93 0.49
H 3.3248 -0.6464 0.4246 -0.32 0.15 -0.09
```
Positions in Å, forces in eV/Å.

## Properties
* orbital gap: 10.360 eV
* electronic energy: -264.18709 a.u.
* SMILES: C#C[C@H](N)C#N

natural (NBO) atomic charge list, values in e, 8 entries: -0.84 -0.30 -0.04 -0.18 0.27 -0.29 0.39 0.39

=====

No. 3
ORCA calculation (wB97M-V/def2-TZVPD) on the molecule C4H4N2.

```
10
Properties=species:S:1:pos:R:3:forces:R:3
C 0.9246 0.6134 1.4723 0.89 0.07 -1.46
C -1.4264 -0.7921 -0.8836 -0.28 1.13 0.23
C 0.7487 -0.0731 0.2292 0.46 0.09 0.40
C -0.4423 0.2229 -0.5932 0.04 0.54 -3.21
N 1.6076 1.1483 0.5700 -0.01 -0.06 0.36
N -0.6310 -0.8198 -1.8299 0.20 -0.07 0.51
H 0.9232 0.4904 2.4938 -0.39 0.44 2.21
H -2.4028 -1.0208 -0.5515 -0.82 -1.05 0.04
H 1.3208 -1.0264 0.2012 -0.79 0.55 -0.94
H -0.6225 1.2571 -1.1082 0.69 -1.64 1.87
```
Positions in Å, forces in eV/Å.

## Properties
* orbital gap: 10.136 eV
* electronic energy: -264.15122 a.u.
* SMILES: C1=N[C@@H]1[C@@H]1C=N1

natural (NBO) atomic charge list, values in e, 8 entries: 0.06 0.04 -0.19 -0.19 -0.28 -0.26 0.20 0.20

=====

No. 4
ORCA calculation (wB97M-V/def2-TZVPD) on the molecule C4H4N2.

```
10
Properties=species:S:1:pos:R:3:forces:R:3
C 0.5206 0.7602 -0.3970 0.91 0.28 0.29
C 1.2485 -0.4452 0.0146 0.09 -0.40 -0.32
N 0.6960 -1.5829 0.2692 0.66 0.21 0.04
N -0.6204 -1.6203 -0.0912 -0.23 0.42 0.14
C -1.1872 -0.4745 0.0791 -0.63 -0.74 0.47
C -0.5611 0.7995 0.3887 -0.38 0.37 -0.85
H 0.8655 1.4630 -1.1497 0.59 0.51 0.90
H 2.2458 -0.2241 0.3905 0.23 -0.46 -0.51
H -2.1680 -0.3317 -0.3420 -0.71 -0.30 0.47
H -1.0396 1.6561 0.8379 -0.54 0.11 -0.62
```
Positions in Å, forces in eV/Å.

## Properties
* orbital gap: 9.609 eV
* electronic energy: -264.19918 a.u.
* SMILES: c1ccnnc1

natural (NBO) atomic charge list, values in e, 8 entries: -0.16 -0.02 -0.24 -0.26 0.00 -0.19 0.23 0.21

=====

No. 5
ORCA calculation (wB97M-V/def2-TZVPD) on the molecule C4H4N2.

```
10
Properties=species:S:1:pos:R:3:forces:R:3
C 1.2145 1.0358 0.1199 -0.32 0.17 -0.18
C 0.6409 -1.0377 0.2881 0.07 -0.22 -0.32
N 0.3137 -1.1924 -0.9354 0.20 0.15 0.45
C -0.7631 -0.6713 -0.0358 -0.26 0.08 0.04
C -1.0467 0.7834 0.0336 0.04 0.10 0.01
N 0.0195 1.4879 0.0052 0.19 -0.35 0.07
H 1.8810 1.2339 -0.7298 -0.09 -0.02 0.05
H 1.3717 -1.4987 0.9427 -0.12 0.04 -0.06
H -1.6011 -1.3496 0.1131 0.14 0.11 -0.04
H -2.0302 1.2086 0.1983 0.15 -0.06 -0.03
```
Positions in Å, forces in eV/Å.

## Properties
* orbital gap: 8.147 eV
* electronic energy: -264.14295 a.u.

natural (NBO) atomic charge list, values in e, 8 entries: 0.00 0.04 -0.30 -0.20 0.01 -0.36 0.18 0.23

=====

No. 6
ORCA calculation (wB97M-V/def2-TZVPD) on a structure of composition C4H4N2.

```
10
Properties=species:S:1:pos:R:3:forces:R:3
C 1.1485 -0.0986 0.0538 -0.97 1.35 0.47
C 1.9032 -1.0811 -0.2342 1.22 -0.96 -0.45
C 0.8150 1.3421 -0.0056 2.67 0.73 -1.68
C -0.4876 1.0927 0.0965 -1.19 1.18 1.25
N -0.2495 -0.2096 0.4500 -0.49 -3.18 1.60
N -1.0486 -1.2414 0.0980 -2.15 0.16 0.59
H 1.6319 2.0006 -0.1873 -0.49 1.25 0.03
H -1.4700 1.5643 0.2850 0.87 -0.04 -0.60
H -1.4843 -1.2012 -0.7672 -0.63 0.56 -2.22
H -0.7587 -2.1678 0.2108 1.16 -1.05 1.00
```
Positions in Å, forces in eV/Å.

## Properties
* orbital gap (spin up / spin down): 7.440 / 7.439 eV
* electronic energy: -264.03864 a.u.

natural (NBO) atomic charge list, values in e, 8 entries: -0.31 0.21 -0.25 0.00 -0.20 -0.64 0.24 0.23